C15H18N6O2PtS | wB97M-V/def2-TZVPD

* gap between HOMO and LUMO (alpha / beta): 7.049 / 7.054 eV
* LUMO level (alpha / beta): -0.2911 / -0.2909 Eh
* E_HOMO (alpha / beta): -14.971 / -14.970 eV
* net charge: +2

Last column: Mulliken charge in e.
CARTESIAN COORDINATES (ANGSTROEM)
Pt 1.59982 0.44039 0.19444  1.062
C -3.24114 3.59279 -0.97416  -0.995
C -2.02951 4.40784 -0.55463  -0.414
N -0.76195 3.79688 -0.98896  -0.175
C -0.24323 2.72920 -0.40020  0.640
S 1.35436 2.17756 -1.09185  -0.159
N -0.78258 2.11959 0.61085  -0.927
N -0.02366 1.10671 1.13820  -0.033
C -0.49848 0.33638 2.06725  0.573
C -1.87954 0.47040 2.59723  -1.268
C 0.45005 -0.66219 2.58621  0.729
C 0.14979 -1.55941 3.59157  -0.487
C 1.15564 -2.40249 4.04925  -0.501
C 2.42599 -2.30172 3.51414  -0.623
C 2.66012 -1.37674 2.50396  0.024
N 1.69839 -0.58713 2.05092  -0.175
H -4.14688 4.14016 -0.71859  0.367
H -3.27120 2.63143 -0.46363  0.252
H -3.24397 3.42220 -2.05026  0.308
H -1.97541 4.52431 0.52861  0.263
H -2.05151 5.40090 -0.99835  0.406
H -0.30630 4.16824 -1.80831  0.251
H -2.48814 1.07786 1.93714  0.289
H -1.85706 0.94371 3.58218  0.345
H -2.32655 -0.51701 2.70880  0.444
H -0.83955 -1.59615 4.02297  0.365
H 0.94138 -3.12707 4.82293  0.462
H 3.23515 -2.92757 3.86047  0.430
H 3.63807 -1.26206 2.05762  0.444
C 1.19493 -4.11811 -2.74161  -0.854
N 1.02323 -2.65998 -2.67643  0.076
C 0.53146 -1.94675 -3.70949  0.312
C 0.33943 -0.59894 -3.65441  -1.139
C 0.67814 0.05758 -2.45162  1.070
O 0.49899 1.37022 -2.27142  -0.251
N 1.19000 -0.65162 -1.46988  -0.723
C 1.38898 -2.03431 -1.49198  0.319
O 1.84181 -2.62210 -0.54223  -0.540
H 0.91650 -4.45255 -3.73623  0.293
H 0.55952 -4.59295 -1.99839  0.333
H 2.23296 -4.36975 -2.54169  0.332
H 0.30453 -2.51392 -4.60194  0.391
H -0.04258 -0.03385 -4.48851  0.484

Force components x, y, z for each atom (eV/Å):
0.27 1.32 2.77
-0.02 0.03 0.02
-0.08 -0.02 -0.03
0.18 -0.17 0.08
-0.46 0.49 1.06
-0.40 -0.49 0.02
0.13 0.13 -0.63
0.22 0.55 0.97
-0.13 0.24 -0.06
0.01 -0.04 0.02
0.15 0.23 0.14
0.03 0.18 -0.06
0.06 -0.09 0.02
0.04 0.17 0.04
0.19 -0.23 0.19
-0.60 -0.78 -1.06
-0.01 -0.01 0.01
0.02 -0.01 -0.01
-0.01 0.02 -0.02
-0.02 -0.02 -0.02
0.01 0.00 0.01
0.01 0.03 0.03
-0.02 0.01 0.00
0.02 -0.02 0.00
-0.04 0.02 0.01
-0.02 -0.01 -0.02
0.02 0.00 0.02
0.01 0.00 0.01
-0.03 -0.12 -0.12
0.03 -0.04 -0.08
-0.15 0.15 -0.15
0.13 -0.14 0.20
-0.25 1.04 0.08
0.25 -1.61 -0.58
-0.33 -0.10 -2.07
0.99 -0.69 -0.46
-0.05 0.02 -0.18
-0.06 0.00 -0.10
0.00 -0.01 0.00
0.02 0.02 0.02
0.00 0.01 0.03
-0.04 0.04 -0.02
-0.06 -0.11 -0.08